*i*
14
Properties=species:S:1:pos:R:3:mulliken_charge:R:1 method="wB97M-V/def2-TZVPD" homo_ev=-9.237 charge=0 e_lumo_ev=0.3 gap_ev=9.508 smiles="O/N=C1/ON=C[C@H]2CN12"
O 2.81594 0.17551 -0.33354 -0.3355
N 1.80412 -0.76259 -0.11305 -0.3565
C 0.62871 -0.23398 0.19346 0.6384
O -0.24636 -1.19335 0.77940 -0.2104
N -1.42274 -1.47331 -0.01574 -0.2959
C -1.90670 -0.45136 -0.68842 -0.2318
C -1.30112 0.93446 -0.47284 0.0382
C -0.86899 1.54326 0.76599 -0.3906
N 0.22608 1.07772 -0.08761 -0.5457
H 2.27604 1.05194 -0.57804 0.3948
H -2.77119 -0.73929 -1.41938 0.3322
H -1.57793 1.75535 -1.19842 0.3269
H -0.93658 0.80626 1.50968 0.3493
H -1.11051 2.62140 0.84498 0.2866

*ii*
14
Properties=species:S:1:pos:R:3:mulliken_charge:R:1 method="wB97M-V/def2-TZVPD" homo_ev=-7.836 charge=0 e_lumo_ev=0.8 gap_ev=8.610 smiles="NC1=CN=CNC(=O)O1"
N -1.38281 1.91577 -0.11014 -0.4436
C -0.65099 0.81449 0.22161 0.5619
C 0.70459 0.92109 0.38855 -0.2366
N 1.68308 0.01653 0.82402 -0.5338
C 1.54785 -1.22189 0.57594 -0.0266
N 0.45257 -1.76842 -0.17979 -0.1361
C -0.68579 -1.12258 -0.59405 0.4737
O -1.17848 -1.19277 -1.66536 -0.5256
O -1.31325 -0.36735 0.42098 -0.3573
H -0.93710 2.88550 -0.06074 0.2148
H -2.29609 1.76614 -0.36760 0.2192
H 1.14201 1.93477 0.07385 0.1723
H 2.36293 -1.85687 1.02672 0.3360
H 0.55149 -2.72441 -0.55400 0.2818

Which of them is the most stable? Correct choice: *ii*.

*i*
9
Properties=species:S:1:pos:R:3:mulliken_charge:R:1 method="wB97M-V/def2-TZVPD" homo_ev=-9.486 charge=0 e_lumo_ev=0.8 gap_ev=10.252 smiles="C=C(Cl)OC=O"
C 1.60211 0.99146 -0.05961 -0.7717
C 0.28553 0.60776 0.02551 0.5826
Cl -1.08943 1.63896 -0.00045 -0.1626
O -0.12323 -0.66492 -0.04908 -0.2709
C -1.31795 -1.37762 -0.04806 0.0858
O -2.42527 -1.02916 0.00952 -0.3574
H 1.77072 2.02077 0.04007 0.3045
H 2.45791 0.29858 0.20870 0.2496
H -1.16039 -2.48583 -0.12659 0.3401

*ii*
9
Properties=species:S:1:pos:R:3:mulliken_charge:R:1 method="wB97M-V/def2-TZVPD" homo_ev=-9.447 charge=0 e_lumo_ev=0.6 gap_ev=10.073 smiles=C[C@]12O[C@@]1(Cl)O2
C -0.20782 -0.09102 1.24062 -0.9479
C 0.36790 0.09195 -0.07018 0.6703
O 0.57610 1.25782 -0.91632 -0.5010
C 0.12694 -0.01428 -1.38872 0.5300
Cl -0.96274 -0.21174 -2.58407 -0.1465
O 1.19271 -0.83263 -0.98312 -0.5117
H 0.21824 0.74067 1.94305 0.2745
H 0.06680 -0.96743 1.60365 0.3712
H -1.37813 0.02666 1.15508 0.2612

Which of them is the most stable? Correct choice: *i*.

*i*
16
Properties=species:S:1:pos:R:3:mulliken_charge:R:1 method="wB97M-V/def2-TZVPD" homo_ev=-8.887 charge=0 e_lumo_ev=-2.0 gap_ev=6.841
C -0.64566 -2.00117 0.40253 -1.0056
C -0.09012 -0.87038 -0.41659 -0.0585
C 0.76729 0.34103 0.10785 -0.1738
C 0.00797 1.33967 -0.69557 0.0734
C -1.16643 0.34999 -0.60071 -0.1595
H 0.21570 -2.49936 0.89720 0.3245
H -1.24317 -2.69559 -0.69366 0.2600
H -1.45921 -1.59444 1.29707 0.2238
H 0.72927 -1.14970 -1.39875 0.2395
H 0.44389 0.22909 1.32049 0.3186
H 3.55462 0.38013 1.64844 0.1014
H 0.17055 1.38063 -1.77580 0.3449
H -1.18983 3.21928 0.25359 0.1339
S 2.54386 0.09979 -0.32251 -0.1972
S 0.07493 2.98154 0.12785 -0.2199
S -2.71366 0.48949 -0.15144 -0.2056

*ii*
16
Properties=species:S:1:pos:R:3:mulliken_charge:R:1 method="wB97M-V/def2-TZVPD" homo_ev=-8.745 charge=0 e_lumo_ev=-0.8 gap_ev=7.898
C -1.15005 2.37430 0.68856 -0.8718
C 0.07605 1.48815 0.10624 0.2701
C -0.33587 0.43995 -0.92600 -0.4771
C 0.29333 -0.68241 -0.20393 -0.3148
C 0.34609 0.17578 1.10497 -0.0463
H -0.94643 3.56815 0.30605 0.2690
H -1.20306 2.23440 1.98922 0.2291
H -2.18666 1.72071 0.36403 0.2457
H 1.09531 1.97280 0.03394 0.4083
H -1.45736 0.37582 -1.07768 0.3789
H 0.06115 1.97201 -2.85054 0.1307
H 1.24977 -0.73315 -0.54530 0.4107
H 0.92797 -2.93159 1.00199 0.1248
S 0.46113 0.67793 -2.58791 -0.2599
S -0.43804 -2.33983 -0.26926 -0.2047
S 0.41953 -0.27271 2.61712 -0.2927

Which of them is the most stable? Correct choice: *ii*.